# 1
The following is a DFT calculation (ωB97M-V with the def2-TZVPD basis set) of a molecular structure, C6H9IN3 in a non-equilibrium geometry.

XYZ file:
```
19
Properties=species:S:1:pos:R:3:lowdin_charge:R:1
C 0.8331 2.3920 0.7936 0.04
C -0.1066 1.5157 1.2913 0.03
C 1.4769 2.1924 -0.4552 -0.10
C -1.3552 -0.7072 0.9516 -0.36
C 0.0728 0.2903 -0.9389 -0.38
C -0.5314 0.3893 0.4994 -0.08
N 1.1351 1.2064 -1.1869 0.12
N -1.1606 -1.8982 0.5160 0.14
N 0.4411 -0.9980 -1.4083 0.05
I -3.7532 0.1684 -0.2813 0.31
H 1.1238 3.2009 1.4196 0.12
H -0.4879 1.5049 2.3001 0.13
H 2.4060 2.8975 -0.7292 0.18
H -1.8792 -0.6163 1.8930 0.11
H -0.8266 0.5345 -1.6390 0.19
H -1.4801 -2.6756 1.1024 0.16
H 1.5176 -0.9850 -1.5763 0.17
H 0.0344 -1.0814 -2.3092 0.09
H -0.5841 -2.0156 -0.2958 0.08
```

Properties
* orbital gap (alpha / beta): 5.197 / 5.196 eV
* relative energy (zero: lowest compared OMol25 entry of this formula, charge and spin): 253.3 kJ/mol
* HOMO energy (alpha / beta): -12.49 / -12.49 eV
* net charge: +1


# 2
The following is a DFT calculation (ωB97M-V with the def2-TZVPD basis set) of C4H7NO2 in the gas phase in a non-equilibrium geometry.

XYZ file:
```
14
Properties=species:S:1:pos:R:3:lowdin_charge:R:1
C -2.3383 0.3215 0.2797 -0.07
O -1.3507 0.1673 -0.8108 -0.13
N -0.0779 0.0588 -0.2701 -0.10
C 0.9009 -1.1167 -0.2029 -0.08
C 1.9904 -0.0126 0.0569 -0.06
C 0.8653 1.0156 -0.1290 -0.42
O 0.7387 2.2659 -0.2080 0.03
H -2.0923 -0.3370 1.2547 0.12
H -2.3360 1.4380 0.4669 0.09
H -3.3992 -0.1233 -0.1722 0.13
H 0.7740 -1.8023 -1.1256 0.13
H 0.8635 -1.8284 0.7020 0.12
H 2.7807 0.0555 -0.7587 0.13
H 2.6808 -0.1021 0.9170 0.11
```

Properties
* orbital gap: 10.374 eV
* relative energy (zero: lowest compared OMol25 entry of this formula, charge and spin): 427.0 kJ/mol
* HOMO energy: -9.55 eV
* SMILES: CON1CCC1=O
* net charge: 0


# 3
The following is a DFT calculation (ωB97M-V with the def2-TZVPD basis set) of C19H17N5O4 in the gas phase.

XYZ file:
```
45
Properties=species:S:1:pos:R:3:lowdin_charge:R:1
C -2.7016 -3.7477 0.1914 -0.08
O -2.9819 -2.3759 0.0489 -0.06
C -1.9425 -1.5033 0.0070 -0.19
C -0.6035 -1.8447 0.0914 0.03
C 0.3914 -0.8631 0.0405 -0.21
C 1.7768 -1.2628 0.1334 -0.09
N 2.7258 -0.4136 0.0611 0.05
N 3.9931 -0.8219 0.1510 0.04
C 5.0301 0.0603 0.0630 -0.35
N 6.2384 -0.4072 0.1522 0.14
C 7.2589 0.4901 0.0599 -0.33
C 8.6242 -0.1046 0.1703 -0.04
C 7.0466 1.8224 -0.1199 0.03
C 5.7168 2.3604 -0.2224 -0.47
O 5.3904 3.5164 -0.3843 0.05
N 4.7302 1.3644 -0.1135 0.21
C 0.0281 0.4747 -0.1000 -0.02
C -1.3037 0.8294 -0.1873 0.02
C -2.2859 -0.1444 -0.1323 -0.14
O -3.6354 0.1299 -0.2579 0.09
C -4.1971 1.1731 0.3818 -0.41
O -3.6051 1.9412 1.0951 0.14
C -5.6508 1.2466 0.0994 -0.10
C -6.3320 0.2602 -0.6110 0.01
C -7.6908 0.4181 -0.8195 -0.05
C -8.3113 1.5502 -0.3085 -0.14
N -7.6721 2.4903 0.3684 0.07
C -6.3779 2.3430 0.5673 -0.07
H -3.6701 -4.2448 0.2028 0.10
H -2.1109 -4.1262 -0.6489 0.10
H -2.1783 -3.9556 1.1300 0.10
H -0.3096 -2.8769 0.2016 0.11
H 1.9823 -2.3312 0.2671 0.13
H 4.2351 -1.8044 0.2811 0.16
H 9.3903 0.6599 0.0878 0.08
H 8.7627 -0.8460 -0.6141 0.08
H 8.7217 -0.6171 1.1252 0.08
H 7.8642 2.5200 -0.1921 0.11
H 3.7546 1.6352 -0.1703 0.15
H 0.7972 1.2272 -0.1398 0.11
H -1.5868 1.8640 -0.2923 0.12
H -5.8024 -0.6054 -0.9790 0.12
H -8.2585 -0.3209 -1.3633 0.10
H -9.3723 1.7154 -0.4438 0.11
H -5.8784 3.1254 1.1227 0.12
```

Properties
* orbital gap: 7.950 eV
* relative energy (zero: lowest compared OMol25 entry of this formula, charge and spin): 0.9 kJ/mol
* HOMO energy: -8.15 eV
* SMILES: COc1cc(/C=N/Nc2nc(C)cc(=O)[nH]2)ccc1OC(=O)c1cccnc1
* net charge: 0